# 1
ORCA calculation (ωB97M-V/def2-TZVPD) on an isolated molecule of CH3NO.

Element x y z (Å)
C -0.288 0.411 -0.341
N 0.455 -0.574 0.225
O 0.148 1.537 -0.437
H -1.265 -0.053 -0.799
H -0.152 -1.290 0.577
H 1.102 -0.031 0.775

Summary:
- spin multiplicity = 3
- highest occupied orbital energy (alpha / beta) (eV) = -5.044 / -10.684
- E (eV) = -4617.93498
- charge = 0
- lowest unoccupied orbital energy (alpha / beta) (eV) = 1.1 / -2.8
- energy relative to the best compared isomer or geometry (same formula, charge and spin) (kcal/mol) = 15.3

# 2
ORCA calculation (ωB97M-V/def2-TZVPD) on a cluster of 2 separate species, C6H9N3O in total.

Element x y z (Å)
C 2.568 0.974 0.666
C 1.795 0.049 1.336
C 1.854 -0.433 -0.819
C -0.369 0.441 -1.415
C -1.132 -0.728 -1.185
C -1.704 -1.100 -0.021
N 2.659 0.622 -0.643
N 1.368 -0.876 0.364
N 0.611 -1.888 0.485
O -1.769 -0.279 1.008
H 3.181 1.895 0.947
H 1.630 -0.188 2.465
H 1.681 -0.972 -1.691
H -0.035 0.667 -2.469
H -0.331 1.230 -0.635
H -1.262 -1.679 -1.836
H -1.992 -2.094 0.157
H 0.642 -2.245 1.437
H -2.228 -0.730 1.675

Summary:
- spin multiplicity = 3
- highest occupied orbital energy (alpha / beta) (eV) = -6.337 / -8.585
- E (eV) = -12879.63382
- charge = 0
- lowest unoccupied orbital energy (alpha / beta) (eV) = 0.5 / -1.2
- energy relative to the best compared isomer or geometry (same formula, charge and spin) (kcal/mol) = 34.4

# 3
ORCA calculation (ωB97M-V/def2-TZVPD) on a cluster of 16 separate species, C3H37O16 in total.

Element x y z (Å)
C -0.668 -2.558 0.091
C -0.299 -1.177 -0.573
C -1.145 -0.069 -0.016
O 1.047 -0.891 -0.586
H -0.650 -2.591 1.176
H 0.127 -3.331 -0.026
H -1.640 -2.898 -0.314
H -0.597 -1.222 -1.632
H -0.981 0.832 -0.607
H -0.867 0.080 1.034
H -2.172 -0.367 0.124
O -1.957 1.547 -2.902
H -1.146 1.992 -2.813
H -2.001 1.301 -3.810
O -1.300 -0.869 3.324
H -1.839 -1.656 3.342
H -0.592 -1.159 2.798
O 0.883 1.810 0.520
H 0.792 0.898 0.281
H 0.057 2.246 0.334
O 1.351 0.646 -2.649
H 2.080 1.218 -2.468
H 1.175 0.082 -1.874
O 1.477 -1.127 2.014
H 2.266 -1.669 1.910
H 1.161 -1.191 1.093
O -0.018 3.314 -2.476
H 0.326 2.593 -1.964
H 0.354 4.046 -1.980
O 1.964 -2.219 -3.766
H 1.801 -1.353 -3.393
H 1.784 -2.794 -3.029
O -1.548 2.100 2.840
H -1.542 1.169 2.931
H -1.075 2.404 3.614
O 3.954 0.587 1.078
H 3.494 0.534 1.916
H 3.360 0.199 0.420
O -3.728 2.247 -0.787
H -3.428 1.753 -1.529
H -4.090 3.094 -0.985
O -1.318 3.217 0.381
H -2.022 2.803 -0.120
H -1.499 3.041 1.324
O 2.318 -3.149 -1.146
H 2.553 -3.706 -0.409
H 1.653 -2.516 -0.846
O 0.745 -3.190 3.925
H 1.416 -3.841 3.754
H 0.890 -2.445 3.331
O -4.239 1.445 1.863
H -4.451 1.467 0.924
H -3.288 1.581 1.857
O 3.858 -0.571 -1.556
H 3.077 -1.084 -1.472
H 4.136 -0.602 -2.471

Summary:
- highest occupied orbital energy (eV) = -6.065
- E (eV) = -36474.51895
- charge = -1
- lowest unoccupied orbital energy (eV) = 2.6
- energy relative to the best compared isomer or geometry (same formula, charge and spin) (kcal/mol) = 38.5

# 4
ORCA calculation (ωB97M-V/def2-TZVPD) on a cluster of 5 separate species, C19H39BNO12 in total.

Element x y z (Å)
C 3.604 1.957 1.740
O 3.233 3.060 2.625
B 1.943 3.410 2.200
O 1.838 4.594 1.482
N 0.868 2.513 2.484
C -0.456 2.833 1.917
C -1.093 1.535 1.342
O -2.285 1.280 1.676
O -0.417 0.828 0.554
H 3.140 1.080 2.131
H 4.686 1.823 1.709
H 3.238 2.212 0.745
H 1.006 5.041 1.647
H 0.805 2.273 3.465
H -0.410 3.521 1.076
H -1.111 3.170 2.721
O 2.886 -0.479 0.926
C 2.628 -1.375 0.177
O 3.084 -2.623 0.449
C 2.649 -3.784 -0.253
C 3.468 -4.046 -1.504
C 1.876 -1.122 -1.099
H 1.580 -3.730 -0.464
H 2.785 -4.610 0.447
H 3.374 -3.246 -2.242
H 3.152 -4.980 -1.974
H 4.527 -4.120 -1.250
H 2.586 -0.863 -1.882
H 1.203 -0.282 -0.919
H 1.261 -1.959 -1.424
O 0.092 1.349 5.814
C -1.081 1.143 5.975
O -1.972 1.781 5.209
C -3.367 1.464 5.173
C -4.124 2.216 6.250
C -1.576 0.248 7.089
H -3.529 0.387 5.224
H -3.711 1.779 4.189
H -3.794 1.929 7.251
H -5.194 2.020 6.172
H -3.954 3.288 6.152
H -1.702 0.842 7.994
H -0.823 -0.516 7.270
H -2.504 -0.270 6.857
O 3.333 -1.972 -3.909
C 3.283 -1.350 -4.933
O 4.288 -0.511 -5.241
C 4.431 0.113 -6.517
C 3.654 1.411 -6.595
C 2.074 -1.413 -5.836
H 4.167 -0.577 -7.320
H 5.496 0.318 -6.622
H 2.582 1.243 -6.485
H 3.829 1.904 -7.552
H 3.958 2.082 -5.792
H 1.350 -0.668 -5.511
H 1.630 -2.401 -5.739
H 2.302 -1.270 -6.890
O -7.366 -1.066 -1.939
C -6.181 -1.263 -1.854
O -5.660 -1.658 -0.689
C -4.307 -2.130 -0.549
C -3.325 -1.001 -0.321
C -5.253 -0.985 -3.013
H -4.032 -2.756 -1.402
H -4.321 -2.784 0.322
H -3.291 -0.322 -1.174
H -2.320 -1.386 -0.154
H -3.608 -0.404 0.544
H -4.937 0.057 -2.972
H -5.804 -1.152 -3.937
H -4.379 -1.631 -3.042

Summary:
- highest occupied orbital energy (eV) = -4.331
- E (eV) = -47076.34970
- charge = -1
- lowest unoccupied orbital energy (eV) = 2.0

# 5
ORCA calculation (ωB97M-V/def2-TZVPD) on an isolated molecule of C4H8N2O.

Element x y z (Å)
N -0.545 2.320 1.026
C -0.677 1.202 0.764
C -0.832 -0.241 0.466
N -2.067 -0.415 -0.296
C 0.366 -0.803 -0.346
C 1.471 0.199 -0.676
O 2.180 0.606 0.476
H -0.856 -0.732 1.452
H -2.200 -1.403 -0.490
H -2.868 -0.107 0.248
H -0.036 -1.198 -1.287
H 0.813 -1.636 0.206
H 1.050 1.060 -1.213
H 2.192 -0.280 -1.346
H 1.760 1.405 0.818

Summary:
- highest occupied orbital energy (eV) = -10.275
- E (eV) = -9304.71324
- charge = 0
- lowest unoccupied orbital energy (eV) = 0.7
- energy relative to the best compared isomer or geometry (same formula, charge and spin) (kcal/mol) = 38.7
- structure (SMILES) = N#C[C@@H](N)CCO

# 6
ORCA calculation (ωB97M-V/def2-TZVPD) on an isolated molecule of C7H13NO.

Element x y z (Å)
C -0.237 -1.576 0.329
C 0.368 0.320 1.655
C 1.194 1.799 -0.605
N -0.151 -0.094 0.347
C -1.455 0.744 0.093
C 0.588 0.442 -0.786
C -2.578 0.068 0.287
C 0.696 -0.204 -1.943
O 1.017 -2.173 0.347
H 1.466 -1.993 -0.490
H -0.745 -1.899 1.240
H -0.842 -1.873 -0.535
H -0.308 -0.059 2.420
H 1.366 -0.090 1.819
H 0.378 1.403 1.724
H 1.557 2.162 -1.561
H 2.031 1.773 0.092
H 0.439 2.490 -0.238
H -2.734 -0.969 0.599
H -3.496 0.620 0.138
H 0.255 -1.160 -2.161
H 1.191 0.268 -2.772

Summary:
- highest occupied orbital energy (eV) = -7.516
- E (eV) = -11002.92122
- charge = 0
- lowest unoccupied orbital energy (eV) = 0.7
- energy relative to the best compared isomer or geometry (same formula, charge and spin) (kcal/mol) = 111.4